{"formula": "C68H61BBrN7O4Sr", "method": "the ωB97M-V functional and the def2-TZVPD basis", "e_tot_ha": -5941.83239, "charge": -2, "mol_weight_g_mol": 1218.62, "lumo_energy_ev": 3.71, "homo_lumo_gap_ha": 0.18657, "symbols": ["Sr", "O", "C", "C", "C", "C", "C", "C", "C", "C", "C", "O", "C", "C", "C", "C", "C", "C", "C", "C", "C", "C", "C", "C", "N", "C", "C", "C", "C", "C", "C", "C", "C", "C", "C", "C", "C", "H", "H", "H", "H", "H", "H", "H", "H", "H", "H", "H", "H", "H", "H", "H", "H", "H", "H", "H", "H", "H", "H", "H", "H", "H", "H", "H", "C", "C", "C", "C", "C", "N", "C", "C", "C", "C", "C", "C", "C", "N", "C", "C", "C", "N", "C", "C", "N", "C", "C", "C", "N", "H", "H", "H", "H", "H", "H", "H", "H", "H", "H", "H", "H", "H", "H", "H", "H", "H", "H", "C", "C", "C", "C", "C", "C", "C", "C", "O", "B", "O", "C", "C", "H", "H", "H", "H", "H", "H", "H", "H", "H", "H", "H", "H", "Br", "C", "C", "C", "C", "N", "C", "H", "H", "H", "H"], "positions_angstrom": [[1.31, 0.87, 0.44], [2.28, -0.09, 2.17], [1.96, -0.62, 3.37], [1.58, 0.53, 4.41], [0.32, 1.30, 4.12], [-0.79, 1.17, 4.96], [-1.94, 1.86, 4.66], [-1.95, 2.71, 3.57], [-0.78, 2.87, 2.83], [-0.69, 3.91, 1.75], [-0.96, 3.34, 0.30], [0.03, 2.51, -0.04], [-1.10, 4.54, -0.68], [-1.83, 5.70, -0.45], [-2.00, 6.64, -1.45], [-1.44, 6.44, -2.71], [-0.69, 5.30, -2.95], [-0.52, 4.37, -1.94], [-2.36, 2.68, 0.17], [-2.46, 1.59, -0.70], [-3.67, 0.95, -0.90], [-4.81, 1.38, -0.23], [-4.73, 2.50, 0.59], [-3.52, 3.15, 0.77], [0.33, 2.16, 3.10], [0.94, -1.77, 3.28], [-0.20, -1.96, 4.05], [-0.98, -3.11, 3.91], [-0.64, -4.09, 3.00], [0.49, -3.91, 2.21], [1.26, -2.77, 2.36], [3.19, -1.28, 4.07], [3.07, -2.16, 5.14], [4.20, -2.69, 5.75], [5.47, -2.35, 5.30], [5.59, -1.48, 4.23], [4.46, -0.95, 3.62], [2.43, 1.21, 4.33], [1.55, 0.13, 5.42], [-0.73, 0.55, 5.85], [-2.83, 1.75, 5.28], [-2.83, 3.28, 3.33], [0.33, 4.27, 1.69], [-1.36, 4.74, 1.99], [-2.28, 5.90, 0.52], [-2.57, 7.54, -1.26], [-1.61, 7.17, -3.50], [-0.23, 5.13, -3.91], [0.06, 3.47, -2.09], [-1.57, 1.25, -1.20], [-3.72, 0.11, -1.58], [-5.75, 0.86, -0.36], [-5.62, 2.86, 1.09], [-3.50, 4.04, 1.38], [-0.49, -1.23, 4.78], [-1.87, -3.22, 4.52], [-1.25, -4.98, 2.89], [0.77, -4.67, 1.49], [2.15, -2.62, 1.75], [2.09, -2.45, 5.49], [4.09, -3.37, 6.59], [6.35, -2.77, 5.78], [6.58, -1.22, 3.86], [4.53, -0.27, 2.79], [-2.66, -2.17, -3.73], [-1.54, -1.16, -3.66], [-1.79, 0.19, -3.42], [-0.76, 1.09, -3.26], [0.60, 0.71, -3.30], [1.60, 1.51, -2.93], [1.88, 2.73, -3.36], [1.55, 3.21, -4.66], [2.00, 4.42, -5.14], [2.79, 5.27, -4.35], [3.36, 6.55, -4.90], [3.06, 4.86, -3.06], [2.62, 3.64, -2.55], [2.87, 3.36, -1.18], [2.60, 4.22, -0.18], [3.05, 3.65, 0.99], [3.58, 2.42, 0.58], [3.48, 2.26, -0.73], [0.83, -0.65, -3.66], [-0.22, -1.55, -3.79], [2.14, -1.11, -3.99], [2.41, -1.96, -5.01], [3.78, -2.09, -5.07], [4.25, -1.26, -4.03], [3.25, -0.68, -3.39], [-3.62, -1.67, -3.88], [-2.72, -2.74, -2.80], [-2.50, -2.88, -4.55], [-2.82, 0.53, -3.34], [-0.99, 2.13, -3.03], [0.94, 2.57, -5.29], [1.75, 4.72, -6.15], [2.63, 7.08, -5.52], [4.24, 6.36, -5.52], [3.66, 7.22, -4.09], [3.63, 5.51, -2.41], [2.08, 5.15, -0.35], [2.97, 4.04, 1.99], [4.04, 1.64, 1.18], [0.00, -2.60, -3.99], [1.65, -2.39, -5.63], [4.36, -2.68, -5.76], [5.26, -1.08, -3.72], [-4.44, -5.81, -0.89], [-4.99, -4.85, 0.17], [-5.27, -5.67, 1.44], [-6.30, -4.26, -0.36], [-4.02, -3.72, 0.49], [-4.37, -2.78, 1.47], [-3.55, -1.70, 1.79], [-2.37, -1.56, 1.10], [-1.41, -0.61, 1.18], [-0.40, -0.90, 0.21], [-0.83, -2.12, -0.42], [-2.01, -2.49, 0.12], [-2.81, -3.56, -0.19], [-5.16, -6.61, -1.07], [-3.50, -6.26, -0.56], [-4.27, -5.29, -1.83], [-5.95, -6.50, 1.23], [-5.73, -5.06, 2.22], [-4.34, -6.08, 1.84], [-7.00, -5.05, -0.66], [-6.10, -3.63, -1.23], [-6.79, -3.64, 0.39], [-5.30, -2.89, 2.00], [-3.82, -0.99, 2.56], [-2.48, -4.26, -0.95], [2.38, -5.95, -1.01], [3.23, -4.40, -0.33], [4.29, -4.53, 0.55], [4.93, -3.37, 0.98], [4.48, -2.16, 0.48], [3.44, -2.05, -0.33], [2.81, -3.14, -0.73], [4.62, -5.51, 0.89], [5.74, -3.42, 1.68], [4.96, -1.23, 0.76], [1.93, -2.99, -1.35]], "lowdin_charge": [1.387, -0.413, -0.512, -0.039, -0.255, -0.056, -0.066, -0.023, -0.240, -0.043, -0.502, -0.434, -0.113, -0.052, -0.112, -0.112, -0.058, -0.024, -0.099, -0.017, -0.069, -0.105, -0.102, -0.061, 0.184, -0.138, -0.033, -0.091, -0.097, -0.061, -0.018, -0.138, -0.031, -0.101, -0.126, -0.104, -0.040, 0.127, 0.111, 0.100, 0.099, 0.093, 0.111, 0.098, 0.092, 0.086, 0.086, 0.089, 0.079, 0.076, 0.093, 0.090, 0.087, 0.093, 0.079, 0.096, 0.093, 0.085, 0.097, 0.112, 0.090, 0.085, 0.094, 0.094, -0.054, -0.287, -0.072, -0.026, -0.239, 0.099, -0.275, -0.033, -0.102, -0.322, -0.087, -0.009, -0.142, -0.084, -0.084, -0.081, -0.252, 0.062, -0.116, -0.011, -0.084, -0.095, -0.099, -0.178, 0.101, 0.070, 0.054, 0.068, 0.097, 0.100, 0.105, 0.101, 0.062, 0.064, 0.062, 0.112, 0.130, 0.093, 0.088, 0.114, 0.106, 0.071, 0.088, -0.075, -0.562, -0.059, -0.056, -0.192, -0.057, 0.008, -0.245, 0.066, -0.490, 0.068, -0.231, 0.039, 0.076, 0.084, 0.080, 0.075, 0.069, 0.084, 0.075, 0.087, 0.073, 0.095, 0.116, 0.107, 0.697, -0.676, -0.125, -0.059, -0.143, 0.105, -0.182, 0.096, 0.098, 0.104, 0.112]}



{"formula": "C4H14N", "method": "the ωB97M-V functional and the def2-TZVPD basis", "e_tot_ha": -215.26777, "charge": 1, "mol_weight_g_mol": 76.16, "e_above_lowest_ev": 1.119, "lumo_energy_ev": -3.90, "homo_lumo_gap_ha": 0.39839, "symbols": ["C", "C", "H", "H", "H", "H", "H", "H", "C", "C", "N", "H", "H", "H", "H", "H", "H", "H", "H"], "positions_angstrom": [[-2.23, 1.96, -0.37], [-0.90, 2.07, 0.43], [-3.10, 1.82, 0.27], [-2.27, 2.83, -1.02], [-2.13, 1.08, -1.00], [-0.11, 1.82, -0.28], [-0.77, 1.38, 1.26], [-0.75, 3.09, 0.75], [0.94, -1.21, 0.49], [1.20, -0.48, -0.85], [1.17, -2.73, 0.49], [1.76, -0.85, 1.11], [-0.06, -0.96, 0.84], [0.31, -0.30, -1.46], [1.85, -0.89, -1.62], [1.64, -2.93, -0.38], [1.63, -2.96, 1.36], [0.29, -3.23, 0.43], [1.53, 0.48, -0.45]], "lowdin_charge": [-0.137, -0.164, 0.065, 0.070, 0.047, 0.027, 0.051, 0.069, -0.146, -0.070, 0.214, 0.123, 0.120, 0.078, 0.089, 0.158, 0.161, 0.168, 0.077]}



{"formula": "C5H10N2S", "method": "the ωB97M-V functional and the def2-TZVPD basis", "e_tot_ha": -704.10067, "charge": 0, "mol_weight_g_mol": 130.22, "e_above_lowest_ev": 3.351, "smiles": "CC1=NSC[C@H](N)C1", "lumo_energy_ev": 0.74, "homo_lumo_gap_ha": 0.32414, "symbols": ["C", "C", "N", "S", "C", "C", "N", "C", "H", "H", "H", "H", "H", "H", "H", "H", "H", "H"], "positions_angstrom": [[-2.14, 0.63, -1.62], [-1.22, 0.23, -0.49], [-1.94, -0.16, 0.56], [-1.22, -0.43, 2.09], [0.53, -0.22, 1.81], [1.07, -0.77, 0.42], [2.41, -0.68, 0.14], [0.24, 0.20, -0.52], [-1.41, 1.28, -2.26], [-2.62, -0.24, -2.46], [-3.03, 1.34, -1.21], [0.81, 0.86, 1.93], [0.90, -0.93, 2.51], [0.72, -1.70, 0.10], [2.75, 0.44, -0.04], [2.92, -1.16, 0.89], [0.45, 0.04, -1.61], [0.77, 1.28, -0.24]], "lowdin_charge": [-0.099, -0.479, -0.284, 0.849, -0.460, -0.506, 0.005, -0.165, 0.075, 0.149, 0.112, 0.087, 0.043, 0.124, 0.176, 0.082, 0.123, 0.168]}



{"formula": "C2H2Cl4Si", "method": "the ωB97M-V functional and the def2-TZVPD basis", "e_tot_ha": -2207.65695, "charge": 0, "mol_weight_g_mol": 195.94, "e_above_lowest_ev": 4.312, "lumo_energy_ev": [-1.55, -1.31], "homo_lumo_gap_ha": [0.30635, 0.26312], "symbols": ["C", "C", "Si", "Cl", "Cl", "Cl", "Cl", "H", "H"], "positions_angstrom": [[1.61, -0.57, 0.37], [2.34, 0.17, -0.37], [-2.49, -0.03, 0.06], [3.99, 0.75, 0.13], [-3.32, 0.86, 1.66], [-2.61, 1.15, -1.57], [-3.29, -1.84, -0.27], [1.64, -1.03, 1.33], [2.12, 0.54, -1.35]], "lowdin_charge": [0.040, -0.617, -0.709, 0.492, 0.240, 0.237, 0.239, 0.034, 0.044]}



{"formula": "C2H6IO", "method": "the ωB97M-V functional and the def2-TZVPD basis", "e_tot_ha": -452.81669, "charge": -1, "mol_weight_g_mol": 172.97, "e_above_lowest_ev": 0.244, "lumo_energy_ev": 3.68, "homo_lumo_gap_ha": 0.26386, "symbols": ["I", "C", "C", "O", "H", "H", "H", "H", "H", "H"], "positions_angstrom": [[0.95, 3.89, -1.47], [-0.29, -0.82, 1.03], [-0.14, -0.52, -0.44], [0.87, 0.41, -0.79], [-0.75, 0.03, 1.54], [0.67, -1.04, 1.49], [-0.94, -1.68, 1.22], [-1.11, -0.18, -0.83], [0.23, -1.43, -0.95], [0.50, 1.32, -0.80]], "lowdin_charge": [-0.680, -0.113, -0.358, -0.161, 0.069, 0.068, 0.060, 0.109, 0.104, -0.097]}